Record 1
Density functional theory data (ωB97M-V with the def2-TZVPD basis set) for a 3-piece molecular cluster, C5H5Br2N3O2 overall at a distorted geometry.

Geometry as XYZ:
```
17
C5H5Br2N3O2 ωB97M-V with the def2-TZVPD basis set
H -2.692 1.234 1.652
N -2.101 0.847 0.926
C -1.355 -0.150 1.272
N -0.526 -0.831 0.456
C -0.531 -1.063 -0.787
Br 0.786 -2.307 -1.422
C -1.574 -0.696 -1.735
C -2.132 0.508 -1.749
N -2.442 1.634 -2.023
H -1.491 -0.619 2.312
H -1.803 -1.402 -2.542
H -3.073 2.223 -1.668
O 4.222 -1.077 3.228
C 3.386 -0.389 2.784
O 2.600 0.291 2.315
Br 4.479 1.477 -1.908
H 4.249 0.320 -1.112
```

Computed properties:
structure (SMILES)	[H]/N=C/N=C(/Br)C=C=N.O=C=O.Br
orbital gap	9.234	eV
HOMO energy	-9.16	eV
E	-153914.4397	eV
2S+1	1

Here are the natural (NBO) charges for atoms 1 to 8, given in e:
1 H 0.35
2 N -0.70
3 C 0.28
4 N -0.53
5 C 0.30
6 Br 0.04
7 C -0.58
8 C 0.57

=====

Record 2
Density functional theory data (ωB97M-V with the def2-TZVPD basis set) for an isolated ion of composition C5H5BrNO2 and charge +1 at a distorted geometry.

Geometry as XYZ:
```
14
C5H5BrNO2 ωB97M-V with the def2-TZVPD basis set
C 2.006 -0.186 -1.014
C 0.055 0.896 1.378
C 1.279 -1.146 -0.224
C -0.387 -0.565 1.331
C -1.974 0.855 -0.255
N -0.918 0.547 0.629
O 2.210 -1.665 -0.929
O 0.444 -1.490 0.616
Br 3.332 0.901 -0.174
H -0.949 -1.119 2.068
H -1.957 0.190 -1.120
H -2.932 0.730 0.257
H -1.873 1.892 -0.577
H 1.663 0.158 -1.987
```

Computed properties:
charge	+1
orbital gap	9.054	eV
HOMO energy	-13.99	eV
E	-80880.2382	eV
2S+1	1

Here are the natural (NBO) charges for atoms 1 to 8, given in e:
1 C -0.09
2 C 0.20
3 C 0.81
4 C 0.07
5 C -0.43
6 N -0.35
7 O -0.31
8 O -0.35

=====

Record 3
Density functional theory data (ωB97M-V with the def2-TZVPD basis set) for a 2-piece molecular cluster, C5H5Cl overall at a distorted geometry.

Geometry as XYZ:
```
11
C5H5Cl ωB97M-V with the def2-TZVPD basis set
C 0.168 0.126 0.398
C 1.055 -0.406 1.184
C 1.941 -1.036 1.878
C -0.651 0.518 -0.447
C -1.663 1.173 -1.208
Cl 0.243 -1.748 -1.905
H 2.276 -0.735 2.858
H 2.403 -1.928 1.470
H -1.483 2.252 -1.208
H -2.646 0.964 -0.782
H -1.642 0.819 -2.238
```

Computed properties:
orbital gap (spin up / spin down)	7.239 / 5.880	eV
HOMO energy (spin up / spin down)	-9.05 / -8.25	eV
E	-17783.4039	eV
2S+1	1

Here are the natural (NBO) charges for atoms 1 to 8, given in e:
1 C -0.18
2 C 0.23
3 C -0.43
4 C 0.37
5 C -0.74
6 Cl -0.58
7 H 0.25
8 H 0.26